Record 1
Formula: C4H15N3O
Source: the OMol25 dataset
Level of theory: ωB97M-V/def2-TZVPD

## Properties
SMILES   C[C@H](CN)NCN.O
Kohn-Sham gap   9.46 eV

ORCA input file:
```
! RIJCOSX wB97M-V def2-TZVPD def2/J DEFGRID3
* xyz 0 1
C 0.51357 1.18236 1.22427
N 0.50456 0.22410 2.32504
C -0.15312 0.64208 -0.03162
C -1.14084 1.66820 -0.64715
N 0.84794 0.22533 -1.00040
C 0.37842 -0.60179 -2.09486
N -0.16110 -1.89040 -1.67836
H 0.13162 2.16578 1.52733
H 1.55049 1.40922 0.97638
H 1.09888 0.54493 3.07963
H -0.41299 0.09508 2.73310
H -0.79507 -0.19916 0.24782
H -1.73202 2.22457 0.09878
H -0.61724 2.41516 -1.24758
H -1.91865 1.19867 -1.25924
H 1.38677 1.03058 -1.28671
H 1.24951 -0.87128 -2.68866
H -0.29026 -0.09492 -2.80075
H 0.59052 -2.56151 -1.68638
H -0.56460 -1.86328 -0.74552
H 0.46338 -1.82887 1.65122
H -0.83317 -2.54795 1.96153
O -0.09661 -2.56689 1.34214
*
```

These are the Mulliken partial charges, in e, on atoms 1 to 4:
1 C -0.8728
2 N -0.5692
3 C 0.7206
4 C -1.7482


Record 2
Formula: C4H15N3O
Source: the OMol25 dataset
Level of theory: ωB97M-V/def2-TZVPD

## Properties
SMILES   CNCCNCN.O
Kohn-Sham gap   9.23 eV

ORCA input file:
```
! RIJCOSX wB97M-V def2-TZVPD def2/J DEFGRID3
* xyz 0 1
C 0.50209 -0.31457 0.15923
N -0.15095 -0.98845 1.29869
C -0.61174 -2.31399 0.91263
N -2.01468 -2.25787 0.32971
C -0.21093 1.04134 -0.22006
N -1.39859 0.88576 -1.03826
C -2.30287 2.07129 -0.91260
H 0.64315 -0.86943 -0.84154
H 1.48480 -0.10989 0.52718
H -0.94769 -0.46241 1.56068
H 0.01824 -2.86692 0.27313
H -0.79904 -2.92007 1.84220
H -2.22936 -2.89931 -0.43127
H -2.73707 -2.48012 0.98751
H -0.17591 1.83561 0.60583
H 0.52845 1.48034 -0.97847
H -1.89623 -0.05299 -0.82856
H -1.62331 2.95033 -0.77848
H -2.86186 2.07015 -1.82724
H -2.97839 2.18963 -0.07727
H 6.44604 0.84821 0.34892
H 6.64702 1.42473 -0.92219
O 6.66882 1.73862 0.01024
*
```

These are the Mulliken partial charges, in e, on atoms 1 to 4:
1 C -0.6720
2 N -0.3224
3 C -0.5608
4 N -0.5226


Record 3
Formula: C4H15N3O
Source: the OMol25 dataset
Level of theory: ωB97M-V/def2-TZVPD

## Properties
Kohn-Sham gap   9.18 eV

ORCA input file:
```
! RIJCOSX wB97M-V def2-TZVPD def2/J DEFGRID3
* xyz 2 1
C -0.58730 1.07104 -1.63922
C 0.70070 0.98019 -0.84847
C 0.76286 -0.32075 0.04197
C 0.65013 -1.61676 -0.50411
N 0.67571 -2.73258 0.11795
N 1.34047 -0.05085 1.39248
N -1.76895 0.37808 -0.99198
H -0.81013 2.05568 -2.01745
H -0.33959 0.56288 -2.69720
H 1.70529 0.85042 -1.36101
H 1.00988 1.98264 -0.47873
H 0.40842 -1.65153 -1.63547
H 0.86609 -3.72275 -0.32885
H 0.80375 -2.73177 1.12068
H 0.49606 0.06690 1.98851
H 1.86876 0.86453 1.43827
H 2.00246 -0.81427 1.87909
H -2.01475 0.88630 -0.03334
H -2.67471 0.22882 -1.49460
H -1.49234 -0.55562 -0.63629
H -1.78738 0.95139 2.53332
H -0.81915 2.19560 2.13284
O -0.99627 1.12242 2.02163
*
```

These are the Mulliken partial charges, in e, on atoms 1 to 4:
1 C -0.7433
2 C -0.6672
3 C -0.2045
4 C -0.0308


Record 4
Formula: C4H15N3O
Source: the OMol25 dataset
Level of theory: ωB97M-V/def2-TZVPD

## Properties
Kohn-Sham gap   11.53 eV

ORCA input file:
```
! RIJCOSX wB97M-V def2-TZVPD def2/J DEFGRID3
* xyz 2 1
C 0.87064 -1.75734 -1.50122
C 0.59809 -0.76898 -0.35847
C -0.73385 -0.01825 -0.54575
N -1.75151 1.47377 2.59278
C -1.70598 0.77626 1.48118
N -0.87869 1.00351 0.50028
N 1.90584 -2.76852 -1.06150
H 1.14482 -1.24022 -2.36473
H -0.03569 -2.33040 -1.66954
H 0.46682 -1.31373 0.58609
H 1.42393 -0.06535 -0.24713
H -0.70311 0.52971 -1.48819
H -1.57666 -0.70066 -0.58732
H -2.47350 1.35982 3.27487
H -1.13331 2.24904 2.75220
H -2.41250 -0.02991 1.41578
H -0.38046 1.90829 0.28875
H 2.69841 -2.34767 -0.57139
H 2.11675 -3.42095 -1.82100
H 1.45884 -3.33515 -0.34379
H -0.03632 4.19712 -0.45778
H 0.89334 3.31430 0.41916
O 0.24412 3.28532 -0.29328
*
```

These are the Mulliken partial charges, in e, on atoms 1 to 4:
1 C -0.7345
2 C -0.3432
3 C -1.0980
4 N -0.2768


Here are the calculated HOMO energy numbers, same order: -8.6 -8.4 -16.0 -17.8 (eV).
Here are the calculated electronic energy numbers, same order: -400.8877 -400.8300 -400.2245 -400.3423 (hartree).